19
Properties=species:S:1:pos:R:3 method="wB97M-V/def2-TZVPD" e_lumo_ev="-4.4 / -8.3" spin_multiplicity=2 gap_ev="9.954 / 5.990" charge=+1 s2=0.762
C 1.0913 0.8430 1.1980
C 1.1859 -0.2010 0.0463
N -1.4711 -1.2829 0.0265
C -1.0431 -0.3372 -0.7683
N 0.2052 0.0653 -0.9652
H 0.0763 1.1857 1.3645
H 1.6490 1.7034 0.8744
H 1.6414 0.4437 2.0478
H 1.0878 -1.2434 0.3938
H 2.1440 -0.1216 -0.4317
H -0.8154 -1.9749 0.3752
H -2.4619 -1.3462 0.2041
H -1.8468 0.1868 -1.2904
H -1.6073 -0.6504 3.9001
H -0.8178 -0.7942 2.6117
O -1.6656 -1.0207 3.0054
H 0.8682 1.3969 -2.5649
H 1.8538 1.1696 -3.6898
O 1.6042 1.8224 -3.0243



41
Properties=species:S:1:pos:R:3 method="wB97M-V/def2-TZVPD" e_lumo_ev="-7.5 / -9.4" spin_multiplicity=2 gap_ev="6.952 / 4.996" charge=+2 s2=0.755
Ir -0.8295 -0.5166 0.9969
C -1.2493 -1.6088 2.8915
C 0.1393 -1.2692 2.7867
C 0.2283 0.1681 2.7712
C -1.1017 0.6751 2.8881
C -2.0140 -0.4211 2.9797
H -1.6535 -2.6099 2.9073
H 0.9634 -1.9645 2.7419
H 1.1209 0.7672 2.6687
H -1.3753 1.7196 2.8629
H -3.0840 -0.3517 3.0986
C 2.3320 -1.6492 -1.7238
C 1.1374 -1.5736 -0.8465
N 0.6984 -0.4846 -0.3198
N 1.1640 0.7503 -0.6491
C 0.2149 1.6239 -0.4510
O -0.9492 1.2522 0.0911
C 0.3654 3.0205 -0.8198
C -0.6610 3.9293 -0.5427
C -0.5114 5.2570 -0.8956
C 0.6542 5.6805 -1.5223
C 1.6761 4.7788 -1.8024
C 1.5357 3.4501 -1.4566
C 0.2190 -2.6899 -0.6349
C 0.3873 -3.9484 -1.1752
C -0.6506 -4.8687 -1.0837
C -1.8356 -4.4978 -0.4708
C -1.9393 -3.2319 0.0759
N -0.9297 -2.3546 0.0080
H 2.8171 -0.6810 -1.7896
H 2.0457 -1.9737 -2.7262
H 3.0352 -2.3832 -1.3242
H -1.5708 3.5942 -0.0646
H -1.3018 5.9643 -0.6866
H 0.7668 6.7207 -1.7974
H 2.5776 5.1169 -2.2937
H 2.3210 2.7399 -1.6743
H 1.3095 -4.1967 -1.6815
H -0.5371 -5.8590 -1.5039
H -2.6761 -5.1740 -0.4072
H -2.8396 -2.9004 0.5748



17
Properties=species:S:1:pos:R:3 method="wB97M-V/def2-TZVPD" e_lumo_ev="0.3 / -2.8" spin_multiplicity=3 gap_ev="6.895 / 6.208" s2=2.012
C 1.5355 0.2736 1.6673
C -1.2699 -3.1609 -0.3303
C 1.2710 1.7006 1.0596
N -1.9117 -0.7558 -0.5242
N 0.2149 1.9871 0.5591
O -1.1522 -1.7094 1.7744
S -2.1956 -1.9161 0.4471
I -3.3780 0.8354 -0.2801
H 1.3070 0.4128 2.7743
H 0.7451 -0.4977 1.4864
H 2.5734 -0.1184 1.7233
H -0.2649 -2.7361 -0.7131
H -1.0415 -3.9794 0.3319
H -1.6776 -3.6437 -1.2308
H -1.6008 -1.9850 2.5909
H 2.0073 2.4322 1.1663
H -0.4890 1.2435 0.4604



Record order is preserved below.
Molecular weight: 108.1 495.6 248.1 g/mol
Record order is preserved below.
Energy: -381.15273 -1077.44805 -1000.11766 Eh